The following is a quantum chemistry calculation of C33H35F3GeN4O3ReSSb as an isolated structure in a non-equilibrium geometry, from the OMol25 dataset.

The geometry in XYZ format:
```
82
C33H35F3GeN4O3ReSSb ωB97M-V/def2-TZVPD
Re 0.565 0.987 0.029
F 5.068 0.842 2.940
C 4.380 1.808 3.567
F 4.814 2.984 3.079
F 4.771 1.768 4.862
C 2.890 1.640 3.440
C 2.098 1.573 4.572
C 0.732 1.363 4.438
C 0.210 1.182 3.173
N 0.973 1.238 2.072
C 2.301 1.527 2.174
S 3.027 1.675 0.606
H 2.547 1.674 5.550
H 0.081 1.319 5.299
H -0.835 0.961 2.997
C 1.657 4.981 1.231
Sb 0.163 4.014 0.027
C -1.440 4.584 1.317
C -0.054 5.699 -1.329
H 1.446 6.051 1.301
H 2.648 4.817 0.810
H 1.639 4.544 2.232
H -1.477 5.671 1.410
H -1.266 4.139 2.298
H -2.374 4.195 0.915
H -0.120 6.629 -0.758
H -0.961 5.579 -1.928
H 0.808 5.748 -1.998
N 0.536 0.984 -1.998
C 0.459 1.120 -3.141
N 0.325 1.373 -4.448
C 0.061 2.780 -4.796
C -1.424 3.065 -4.738
O -2.140 2.164 -5.570
C -1.963 0.823 -5.132
C -0.504 0.418 -5.206
H 0.445 2.953 -5.804
H 0.602 3.417 -4.097
H -1.636 4.070 -5.102
H -1.778 2.980 -3.702
H -2.565 0.196 -5.789
H -2.328 0.713 -4.103
H -0.155 0.417 -6.240
H -0.364 -0.576 -4.782
C -0.869 -0.371 0.202
Ge -0.608 -2.258 0.512
C -0.452 -3.139 -1.238
C 0.437 -2.592 -2.169
C 0.652 -3.204 -3.398
C -0.032 -4.370 -3.727
C -0.919 -4.925 -2.815
C -1.119 -4.315 -1.579
C 1.023 -2.727 1.477
C 1.125 -3.959 2.134
C 2.297 -4.335 2.782
C 3.392 -3.480 2.785
C 3.314 -2.257 2.130
C 2.142 -1.890 1.474
C -2.123 -3.016 1.470
C -2.071 -3.257 2.845
C -3.189 -3.711 3.538
C -4.381 -3.929 2.862
C -4.456 -3.680 1.498
C -3.338 -3.222 0.811
H 0.971 -1.678 -1.925
H 1.361 -2.777 -4.099
H 0.133 -4.848 -4.685
H -1.451 -5.837 -3.062
H -1.804 -4.772 -0.872
H 0.281 -4.640 2.143
H 2.353 -5.293 3.286
H 4.303 -3.767 3.297
H 4.155 -1.574 2.131
H 2.105 -0.925 0.973
H -1.149 -3.083 3.388
H -3.129 -3.888 4.606
H -5.255 -4.277 3.400
H -5.389 -3.835 0.969
H -3.420 -3.002 -0.247
O -2.194 -0.263 0.049
N -2.753 1.094 -0.277
O -1.802 1.909 -0.347
```

Output
Total charge: -1
M, g/mol: 1005.31
Kohn-Sham gap (alpha / beta), eV: 5.4195 / 5.3611
<S²>: 3.908
Spin multiplicity: 4
LUMO level (alpha / beta), eV: 2.548 / 2.538
E_HOMO (alpha / beta), eV: -2.87 / -2.82

Computed natural (NBO) charges, given in elementary charges: atom 1 (Re): 0.49, atom 2 (F): -0.32, atom 3 (C): 0.99, atom 4 (F): -0.32, atom 5 (F): -0.34, atom 6 (C): -0.24, atom 7 (C): -0.15, atom 8 (C): -0.30, atom 9 (C): 0.06, atom 10 (N): -0.50, atom 11 (C): 0.09, atom 12 (S): -0.24, atom 13 (H): 0.22, atom 14 (H): 0.22, atom 15 (H): 0.22, atom 16 (C): -1.02, atom 17 (Sb): 1.18, atom 18 (C): -1.00, atom 19 (C): -1.01, atom 20 (H): 0.21, atom 21 (H): 0.23, atom 22 (H): 0.22, atom 23 (H): 0.21, atom 24 (H): 0.22, atom 25 (H): 0.24, atom 26 (H): 0.21, atom 27 (H): 0.22, atom 28 (H): 0.21, atom 29 (N): -0.40, atom 30 (C): 0.47, atom 31 (N): -0.46, atom 32 (C): -0.23, atom 33 (C): -0.10, atom 34 (O): -0.53, atom 35 (C): -0.09, atom 36 (C): -0.24, atom 37 (H): 0.20, atom 38 (H): 0.22, atom 39 (H): 0.19, atom 40 (H): 0.19, atom 41 (H): 0.19, atom 42 (H): 0.19, atom 43 (H): 0.20, atom 44 (H): 0.23, atom 45 (C): -0.34, atom 46 (Ge): 1.56, atom 47 (C): -0.42, atom 48 (C): -0.21, atom 49 (C): -0.22, atom 50 (C): -0.23, atom 51 (C): -0.24, atom 52 (C): -0.16, atom 53 (C): -0.43, atom 54 (C): -0.22, atom 55 (C): -0.23, atom 56 (C): -0.22, atom 57 (C): -0.16, atom 58 (C): -0.23, atom 59 (C): -0.45, atom 60 (C): -0.20, atom 61 (C): -0.23, atom 62 (C): -0.22, atom 63 (C): -0.24, atom 64 (C): -0.12, atom 65 (H): 0.23, atom 66 (H): 0.20, atom 67 (H): 0.20, atom 68 (H): 0.20, atom 69 (H): 0.20, atom 70 (H): 0.21, atom 71 (H): 0.20, atom 72 (H): 0.20, atom 73 (H): 0.21, atom 74 (H): 0.23, atom 75 (H): 0.22, atom 76 (H): 0.20, atom 77 (H): 0.20, atom 78 (H): 0.20, atom 79 (H): 0.21, atom 80 (O): -0.48, atom 81 (N): 0.10, atom 82 (O): -0.58



The following is a quantum chemistry calculation of C33H35F5N4P2Re as an isolated structure in a non-equilibrium geometry, from the OMol25 dataset.

The geometry in XYZ format:
```
80
C33H35F5N4P2Re ωB97M-V/def2-TZVPD
Re 0.016 -0.099 1.869
C -1.029 1.975 3.619
C -1.642 1.518 2.452
C -1.516 2.269 1.134
C -0.096 2.652 0.754
C 0.931 1.566 1.017
C 1.556 1.397 2.339
C 1.472 2.448 3.434
C 0.046 2.985 3.706
C 1.107 -1.774 1.890
H -1.331 1.509 4.569
H -2.543 0.876 2.543
H -2.172 3.149 1.170
H -1.979 1.656 0.342
H -0.062 2.840 -0.325
H 0.182 3.612 1.207
H 1.567 1.299 0.170
H 2.570 0.974 2.285
H 2.158 3.292 3.224
H 1.875 2.022 4.362
H 0.035 3.370 4.744
H -0.156 3.852 3.063
H 1.713 -1.915 2.798
H 1.662 -1.974 0.958
H 0.296 -2.514 1.934
P 1.667 -1.028 -1.038
P -2.058 -0.009 -1.343
N 3.091 -0.143 -1.573
N 2.213 -2.546 -2.067
N -2.002 1.326 -2.603
N -3.524 -0.717 -2.301
C 0.528 -0.350 -2.272
C -0.828 -1.068 -2.199
C 4.357 -0.337 -0.991
C 5.246 0.577 -1.562
C 4.528 1.311 -2.562
C 3.220 0.829 -2.569
C 3.091 -3.512 -1.596
C 3.447 -4.372 -2.634
C 2.801 -3.900 -3.818
C 2.062 -2.771 -3.435
C -2.283 2.662 -2.295
C -2.151 3.440 -3.431
C -1.831 2.565 -4.514
C -1.775 1.280 -3.985
C -4.391 -0.171 -3.254
C -5.200 -1.180 -3.796
C -4.852 -2.390 -3.120
C -3.825 -2.084 -2.232
H 0.908 -0.389 -3.302
H 0.460 0.718 -2.004
H -1.152 -1.341 -3.217
H -0.804 -1.995 -1.597
H 4.501 -1.074 -0.218
H 6.289 0.693 -1.318
H 4.935 2.075 -3.202
H 2.381 1.122 -3.166
H 3.366 -3.535 -0.549
H 4.095 -5.232 -2.576
H 2.882 -4.320 -4.812
H 1.423 -2.135 -4.036
H -2.526 2.937 -1.273
H -2.305 4.514 -3.490
H -1.687 2.835 -5.561
H -1.523 0.347 -4.485
H -4.391 0.874 -3.480
H -5.944 -1.052 -4.571
H -5.309 -3.370 -3.253
H -3.273 -2.713 -1.543
F -2.258 -1.935 3.449
C -1.470 -1.484 4.459
C -0.301 -0.793 4.140
C 0.450 -0.517 5.304
F 1.726 -0.057 5.193
C 0.070 -0.766 6.640
F 0.830 -0.378 7.684
C -1.120 -1.442 6.867
F -1.533 -1.693 8.119
C -1.888 -1.805 5.763
F -3.025 -2.490 5.969
```

Output
Total charge: +2
M, g/mol: 830.82
Kohn-Sham gap (alpha / beta), eV: 4.4877 / 3.0469
<S²>: 3.808
ΔE to the lowest compared entry with this formula, charge and spin, kcal/mol: 42.0
Spin multiplicity: 4
LUMO level (alpha / beta), eV: -7.950 / -9.390
E_HOMO (alpha / beta), eV: -12.44 / -12.44

Computed Mulliken charges, given in elementary charges: atom 1 (Re): 1.10, atom 2 (C): -0.52, atom 3 (C): -0.98, atom 4 (C): 0.90, atom 5 (C): -1.08, atom 6 (C): -0.16, atom 7 (C): -0.98, atom 8 (C): -1.15, atom 9 (C): -0.80, atom 10 (C): -1.03, atom 11 (H): 0.57, atom 12 (H): 0.61, atom 13 (H): 0.53, atom 14 (H): -1.06, atom 15 (H): 0.59, atom 16 (H): 0.46, atom 17 (H): 0.90, atom 18 (H): 0.62, atom 19 (H): 0.42, atom 20 (H): 0.47, atom 21 (H): 0.49, atom 22 (H): 0.33, atom 23 (H): 0.51, atom 24 (H): 0.20, atom 25 (H): 0.60, atom 26 (P): -0.29, atom 27 (P): 0.37, atom 28 (N): 0.54, atom 29 (N): 0.46, atom 30 (N): 0.82, atom 31 (N): 0.13, atom 32 (C): -1.58, atom 33 (C): -1.50, atom 34 (C): -0.56, atom 35 (C): -0.68, atom 36 (C): -0.75, atom 37 (C): -0.38, atom 38 (C): -0.33, atom 39 (C): -0.72, atom 40 (C): -0.61, atom 41 (C): -0.46, atom 42 (C): -0.67, atom 43 (C): -0.83, atom 44 (C): -0.72, atom 45 (C): -0.61, atom 46 (C): -0.04, atom 47 (C): -0.67, atom 48 (C): -0.54, atom 49 (C): -0.15, atom 50 (H): 0.93, atom 51 (H): 0.73, atom 52 (H): 0.53, atom 53 (H): 0.82, atom 54 (H): 0.41, atom 55 (H): 0.47, atom 56 (H): 0.47, atom 57 (H): 0.47, atom 58 (H): 0.40, atom 59 (H): 0.45, atom 60 (H): 0.46, atom 61 (H): 0.38, atom 62 (H): 0.61, atom 63 (H): 0.47, atom 64 (H): 0.50, atom 65 (H): 0.45, atom 66 (H): 0.45, atom 67 (H): 0.46, atom 68 (H): 0.46, atom 69 (H): 0.43, atom 70 (F): -0.37, atom 71 (C): 0.97, atom 72 (C): -1.04, atom 73 (C): 0.66, atom 74 (F): -0.40, atom 75 (C): 0.07, atom 76 (F): -0.27, atom 77 (C): 0.88, atom 78 (F): -0.26, atom 79 (C): -0.09, atom 80 (F): -0.28



The following is a quantum chemistry calculation of a 5-piece molecular cluster, C33H35FO20P overall in a non-equilibrium geometry, from the OMol25 dataset.

The geometry in XYZ format:
```
90
C33H35FO20P ωB97M-V/def2-TZVPD
C -0.472 -2.551 -1.755
C -1.891 -3.058 -2.074
C -2.755 -3.259 -0.836
O -4.130 -3.288 -1.097
P -4.902 -3.538 0.499
F -5.608 -3.623 2.025
O -3.375 -4.110 1.202
C -2.568 -4.446 0.097
C -1.194 -5.006 0.459
C -0.767 -6.224 -0.396
C 0.505 -5.984 -1.195
O 0.998 -7.218 -1.757
C 0.595 -7.484 -3.024
C 0.953 -6.475 -4.093
O 0.015 -8.501 -3.286
H -0.525 -1.836 -0.941
H 0.224 -3.361 -1.546
H -0.091 -2.039 -2.645
H -1.884 -3.915 -2.759
H -2.375 -2.241 -2.621
H -2.549 -2.356 -0.227
H -4.583 -2.165 0.781
H -6.162 -3.140 -0.084
H -5.228 -4.906 0.235
H -3.111 -5.282 -0.384
H -1.289 -5.371 1.485
H -0.413 -4.240 0.490
H -1.558 -6.477 -1.108
H -0.631 -7.105 0.234
H 0.271 -5.280 -1.994
H 1.281 -5.555 -0.559
H 1.082 -7.014 -5.029
H 0.186 -5.707 -4.187
H 1.896 -5.979 -3.854
C -1.395 3.253 1.362
C -1.748 2.112 0.742
C -0.754 0.999 0.492
O -1.179 0.009 -0.067
C 0.618 1.180 0.921
C 0.962 2.320 1.533
C -0.031 3.426 1.802
O 0.389 4.412 2.387
O 2.193 2.580 1.953
O -2.969 1.860 0.310
H -2.095 4.054 1.552
H 1.324 0.384 0.727
H 2.167 3.476 2.340
H -2.935 0.959 -0.079
C -8.382 4.823 -0.112
C -9.162 3.834 0.345
C -8.595 2.526 0.850
O -9.399 1.709 1.260
C -7.161 2.330 0.813
C -6.380 3.320 0.353
C -6.947 4.635 -0.128
O -6.152 5.477 -0.510
O -5.059 3.234 0.281
O -10.485 3.904 0.400
H -8.779 5.761 -0.473
H -6.765 1.385 1.161
H -4.762 4.090 -0.087
H -10.775 3.047 0.774
C 6.265 5.026 1.417
C 7.477 5.260 1.940
C 7.691 5.455 3.422
O 8.835 5.644 3.797
C 6.541 5.415 4.300
C 5.326 5.187 3.780
C 5.120 4.963 2.299
O 3.984 4.737 1.920
O 4.221 5.141 4.510
O 8.585 5.339 1.216
H 6.103 4.881 0.360
H 6.701 5.574 5.357
H 3.485 4.971 3.891
H 9.308 5.510 1.851
C 5.941 1.326 -2.375
C 5.828 0.061 -2.803
C 5.206 -1.022 -1.953
O 5.140 -2.134 -2.443
C 4.737 -0.676 -0.629
C 4.848 0.590 -0.198
C 5.455 1.678 -1.056
O 5.517 2.804 -0.595
O 4.436 0.981 0.996
O 6.246 -0.353 -3.990
H 6.386 2.106 -2.976
H 4.304 -1.459 -0.023
H 4.590 1.943 1.056
H 6.032 -1.308 -4.028
```

Output
Total charge: -1
M, g/mol: 801.60
Kohn-Sham gap, eV: 4.0171
Spin multiplicity: 1
LUMO level, eV: -0.553
E_HOMO, eV: -4.57

Computed Mulliken charges, given in elementary charges: atom 1 (C): -0.73, atom 2 (C): -0.62, atom 3 (C): 0.82, atom 4 (O): -0.64, atom 5 (P): 0.49, atom 6 (F): -0.41, atom 7 (O): -0.63, atom 8 (C): 0.00, atom 9 (C): -0.83, atom 10 (C): -0.60, atom 11 (C): -0.23, atom 12 (O): -0.37, atom 13 (C): 0.78, atom 14 (C): -1.00, atom 15 (O): -0.55, atom 16 (H): 0.08, atom 17 (H): 0.13, atom 18 (H): 0.42, atom 19 (H): 0.26, atom 20 (H): 0.35, atom 21 (H): -0.07, atom 22 (H): -0.37, atom 23 (H): -0.04, atom 24 (H): -0.11, atom 25 (H): 0.24, atom 26 (H): 0.37, atom 27 (H): 0.48, atom 28 (H): 0.34, atom 29 (H): 0.38, atom 30 (H): -0.05, atom 31 (H): 0.31, atom 32 (H): 0.32, atom 33 (H): 0.24, atom 34 (H): 0.35, atom 35 (C): -0.91, atom 36 (C): -0.11, atom 37 (C): 0.98, atom 38 (O): -0.39, atom 39 (C): -0.92, atom 40 (C): 0.14, atom 41 (C): 1.19, atom 42 (O): -0.63, atom 43 (O): -0.47, atom 44 (O): -0.57, atom 45 (H): 0.51, atom 46 (H): 0.63, atom 47 (H): 0.15, atom 48 (H): 0.32, atom 49 (C): -1.01, atom 50 (C): 0.33, atom 51 (C): 1.03, atom 52 (O): -0.62, atom 53 (C): -1.01, atom 54 (C): 0.01, atom 55 (C): 1.14, atom 56 (O): -0.66, atom 57 (O): -0.34, atom 58 (O): -0.58, atom 59 (H): 0.43, atom 60 (H): 0.57, atom 61 (H): 0.34, atom 62 (H): 0.38, atom 63 (C): -1.06, atom 64 (C): 0.43, atom 65 (C): 1.04, atom 66 (O): -0.64, atom 67 (C): -0.94, atom 68 (C): 0.28, atom 69 (C): 1.00, atom 70 (O): -0.58, atom 71 (O): -0.58, atom 72 (O): -0.59, atom 73 (H): 0.49, atom 74 (H): 0.43, atom 75 (H): 0.32, atom 76 (H): 0.37, atom 77 (C): -1.21, atom 78 (C): 0.41, atom 79 (C): 1.08, atom 80 (O): -0.64, atom 81 (C): -0.85, atom 82 (C): 0.31, atom 83 (C): 0.99, atom 84 (O): -0.47, atom 85 (O): -0.51, atom 86 (O): -0.59, atom 87 (H): 0.45, atom 88 (H): 0.49, atom 89 (H): 0.19, atom 90 (H): 0.36



Q: Which value of total charge does entry 1 give?
A: -1



Q: Which formula does entry 1 have?
A: C33H35F3GeN4O3ReSSb